Here is a cluster of 2 separate species, C5H14NS in total in a non-equilibrium geometry from OMol25. Energies are from ωB97M-V/def2-TZVPD.

```
21
Properties=species:S:1:pos:R:3:forces:R:3
S 2.529805 0.073992 0.050617 -0.4 -0.1 -0.4
N -0.099511 -0.648830 -0.026880 0.0 0.0 0.0
C -0.063848 -0.328897 -1.468621 0.0 0.3 -1.0
C 0.123448 -2.105385 0.141625 0.2 -1.0 0.1
C -0.227689 2.710530 0.058369 0.5 -0.2 0.4
C -1.430504 -0.311911 0.518520 -0.9 0.4 0.4
C 0.907673 0.135970 0.686826 0.6 0.7 -0.1
H -0.670184 2.872418 1.025334 -0.1 0.0 0.1
H 3.113806 0.607079 1.115700 0.0 0.1 0.4
H -1.582450 0.763702 0.447147 0.1 -0.2 -0.1
H -0.148323 0.748609 -1.597054 0.0 -0.1 0.1
H 0.776703 3.059173 -0.089642 0.2 0.0 -0.1
H 0.148076 -2.361814 1.198421 0.0 0.2 0.0
H -1.494227 -0.605906 1.563991 0.2 -0.1 0.0
H -0.883005 -0.824699 -1.985475 0.0 -0.1 0.2
H 0.878462 -0.656762 -1.904566 0.0 -0.1 0.1
H -0.682690 -2.659222 -0.336365 0.0 0.1 0.0
H 1.069546 -2.390950 -0.314433 0.0 0.1 0.0
H 0.804843 0.122809 1.758602 -0.2 0.0 0.1
H -2.207660 -0.828395 -0.040337 0.1 -0.1 -0.1
H -0.862262 2.628486 -0.801773 -0.2 0.0 -0.2
```
Positions in Å, forces in eV/Å.

Calculated values
Molecular weight ... 120.24 g mol⁻¹
Relative energy (zero: lowest compared OMol25 entry of this formula, charge and spin) ... 99.4 kcal per mole
Multiplicity ... 1
Total charge ... +1
LUMO energy (spin up / spin down) ... -4.3 / -3.5 eV